{"formula": "C43H68As3N3O6PRb", "method": "wB97M-V/def2-TZVPD", "symbols": ["C", "C", "H", "H", "O", "H", "C", "C", "C", "H", "H", "H", "H", "C", "H", "H", "H", "C", "O", "N", "C", "P", "C", "H", "C", "H", "C", "H", "H", "H", "H", "H", "C", "H", "O", "As", "H", "C", "C", "C", "C", "C", "C", "H", "H", "H", "H", "H", "H", "O", "H", "H", "C", "H", "H", "H", "C", "H", "H", "H", "C", "H", "C", "H", "N", "C", "Rb", "H", "H", "H", "H", "As", "H", "C", "H", "C", "C", "H", "C", "H", "C", "O", "H", "H", "H", "C", "As", "C", "H", "H", "H", "C", "H", "H", "H", "H", "H", "H", "C", "H", "C", "C", "C", "C", "H", "O", "H", "H", "H", "H", "C", "H", "C", "C", "C", "H", "N", "H", "C", "H", "H", "H", "H", "C", "C"], "positions_angstrom": [[3.8307, 4.4175, 2.1728], [0.3010, 3.2570, 4.0906], [-2.5848, 3.4058, 5.0777], [4.6293, 3.6643, 2.4612], [1.5253, -0.1594, -4.0982], [-4.6709, 3.2015, -0.4841], [1.9275, 1.9913, 2.5130], [0.1076, -3.7185, -1.3064], [2.2715, 1.9193, 4.9906], [3.0021, 2.7054, 4.9430], [-5.4997, 2.7245, 1.0007], [-6.1389, 1.7644, -1.7103], [-2.7334, 2.8176, -1.5176], [3.1630, 2.7486, -0.0136], [-0.2381, 0.8311, 5.0889], [0.2600, -1.6429, -4.0837], [2.6623, -0.7290, 7.1198], [3.5892, -1.5117, 1.1882], [-2.1527, -0.2047, 1.7072], [-0.0468, -2.7448, 0.9015], [-4.8858, 0.9794, -0.2518], [-3.3057, 0.6152, -1.2031], [-4.3281, -0.8997, -3.5894], [-2.6280, -0.1740, 0.8709], [-4.6378, 2.4187, 0.3474], [-1.8396, 0.5343, -3.3327], [0.6112, -3.5677, 0.1434], [-5.3224, -0.6880, -3.4338], [-0.5091, -2.2228, -6.4025], [-4.6462, 1.7365, -3.6088], [3.8133, -1.0364, -4.0258], [6.3497, -3.4758, -0.8146], [2.0275, -4.3567, 1.8777], [2.9602, 1.7321, 2.6902], [-2.9423, -5.2698, -7.1431], [2.1801, 3.6857, 1.5499], [5.4333, -2.6116, -2.8679], [-4.0986, -1.9137, -1.2964], [-2.9864, 2.0539, -2.2702], [-4.1226, 2.5749, -3.1272], [-2.6403, 3.2756, 3.9877], [1.7252, 0.2194, -2.9177], [4.5966, -2.1690, 1.8208], [5.3034, 2.0082, 4.9510], [-7.0159, 0.9965, -0.2434], [3.9159, 2.1115, 0.4456], [1.7808, 1.8721, 5.9466], [3.7324, 3.4580, -0.5851], [2.4685, 2.2475, -0.6513], [1.2276, 1.1206, -2.2534], [-3.8922, -1.7204, -0.2389], [4.3736, -0.6260, 7.0381], [-0.8324, -2.7498, -5.5167], [-0.7661, 1.6876, -2.5365], [-0.8667, 6.1793, 4.0844], [0.6105, 1.0694, -6.7216], [-3.5033, -0.8424, -2.2561], [4.1671, 4.8591, 1.2143], [1.5228, 1.3419, 1.7233], [-5.0085, 0.3018, 0.5944], [4.6739, -2.0602, -2.3461], [-3.9541, -0.1545, -4.3279], [3.6216, -1.5012, -0.2077], [-3.0303, -5.6842, -6.2305], [2.7251, -0.6823, -0.8253], [-0.4308, -2.4557, -4.2548], [-0.0934, 0.3281, -0.1238], [-2.6085, 0.5165, 2.1579], [-0.3016, 6.1540, 2.3931], [-6.2375, -0.0136, -1.6654], [5.4250, 1.0627, 3.4835], [-1.0808, 3.8308, 2.8299], [-0.5963, 0.7118, 3.2711], [5.5200, -3.0655, -0.2226], [-4.8363, 3.0759, -2.4725], [-6.1828, 0.8802, -1.0705], [-1.9054, -4.0730, -3.3119], [-2.8870, 2.2419, 3.7481], [5.5434, -3.0038, 1.1479], [3.5402, 0.8123, 7.4316], [-1.7270, 1.5870, -3.0785], [0.0728, 1.2281, -5.9490], [2.8462, -0.9016, 1.7190], [1.6227, -3.4522, 3.7693], [-3.2417, -4.9887, -4.6001], [0.3053, -2.7471, 2.2224], [3.3967, 0.2248, 4.9072], [-1.8150, -3.7171, -5.7023], [-2.0236, 6.1374, 2.6662], [5.7944, 0.2649, 4.8936], [-1.6688, 2.2417, -3.9866], [-1.0526, 5.8189, 3.0751], [-2.5278, -1.1417, -2.4976], [-3.5272, 3.7678, 3.5585], [-0.3642, -2.1627, 2.8434], [4.6003, -2.0239, 2.9547], [0.5070, -4.5802, -1.7939], [2.9039, -4.8869, 2.1413], [3.4965, -0.0862, 6.8201], [-5.1671, -1.9490, -1.4677], [1.6723, -4.3366, 0.5099], [4.5768, -2.2802, -0.9315], [1.1900, 1.9927, 3.8809], [-2.4087, -4.3422, -4.6001], [0.5854, 0.6834, -5.3006], [-1.8156, -3.6368, -8.0571], [3.7563, 5.1722, 2.9801], [-3.7834, -2.8799, -1.6030], [-4.2789, -1.8766, -4.0820], [1.0640, 4.0738, 4.0399], [0.2149, 0.6985, 4.0746], [-0.0555, 3.3447, 5.0688], [3.7462, -1.2249, -2.9652], [-2.1974, -4.1674, -7.0423], [5.1497, 0.9905, 4.5313], [-2.4292, -4.5953, -2.4571], [-0.4621, -2.7105, -1.8842], [2.3678, -4.9038, -0.1382], [1.3450, -3.4897, 2.6881], [-3.8831, 3.3067, -3.8812], [6.3879, -3.4715, 1.6831], [0.6012, -0.3034, 3.9744], [-3.7160, 2.5981, 0.8857], [2.7768, -0.5910, -2.1545], [-0.9652, -3.0969, -3.1582]], "forces_ev_per_angstrom": [[1.813, -0.132, 0.598], [2.729, 0.805, -1.286], [0.127, 0.121, -0.433], [-0.984, 0.662, -0.269], [0.039, 0.406, 0.394], [0.136, -1.068, 1.014], [-0.138, 0.278, 0.265], [0.902, 3.335, 1.674], [-0.283, -1.313, -0.732], [0.097, 0.736, 0.042], [0.743, -0.460, -0.334], [-0.771, -0.284, -0.125], [0.316, 0.061, -0.484], [-0.320, 0.814, 1.693], [0.105, -0.310, -0.820], [0.195, -0.040, -0.064], [-0.007, 0.316, -0.065], [0.551, 0.198, 0.147], [-0.231, 0.210, 0.870], [-0.506, 0.415, 2.504], [0.678, 0.560, -0.207], [-0.275, 0.334, 0.823], [2.812, 0.643, -0.475], [-0.042, -0.223, -0.877], [-2.030, 0.883, -1.213], [0.194, 0.196, -0.573], [-0.712, -0.394, -3.604], [-2.375, 0.517, 0.456], [0.386, 0.022, 0.081], [0.076, 0.403, -0.017], [-0.332, 0.028, 0.027], [-0.470, -0.291, 0.451], [-0.382, 1.081, -2.628], [0.314, -0.695, -0.134], [-0.629, -1.372, 1.816], [-0.336, -0.410, -1.876], [0.242, 0.014, -0.406], [-0.216, 0.825, -0.439], [0.922, 0.015, 0.080], [-0.937, -0.612, 0.342], [-0.415, 0.351, -0.925], [0.944, -0.896, -0.065], [0.048, -0.461, 2.475], [0.061, -0.803, 0.127], [1.046, -0.381, -2.127], [-0.209, -0.486, 0.025], [-0.088, 0.261, 0.581], [-0.051, 0.666, -0.303], [-0.276, -0.578, -0.388], [-0.792, 1.283, 0.032], [0.042, -0.315, -0.144], [1.229, -0.820, 0.182], [-0.792, -0.378, -0.946], [-0.676, 0.077, -0.338], [-0.139, -0.059, -0.007], [-0.004, 0.208, -0.672], [-2.580, -1.071, -0.292], [0.130, 0.262, 0.788], [0.091, -0.012, 0.605], [0.491, -0.234, 0.012], [-1.547, 0.418, 0.662], [-0.114, -0.550, 0.438], [-0.387, -0.042, -1.196], [0.073, 0.667, -1.792], [-0.146, -0.126, -1.558], [0.318, 1.204, 0.136], [0.143, -0.324, 0.113], [0.168, -0.003, 0.404], [0.625, 0.343, -0.329], [-0.327, -0.326, 0.084], [-0.561, -0.058, -0.380], [-0.787, -0.488, 0.353], [0.820, 0.322, 1.149], [0.329, 0.678, -0.145], [-0.179, -0.035, -0.147], [-0.461, 1.784, 2.397], [-2.249, -1.185, 0.188], [0.443, -0.338, 0.251], [0.380, 0.391, 0.182], [-0.232, 0.149, -0.039], [-0.251, 1.436, -0.062], [0.329, -0.534, 0.358], [0.428, -0.288, -0.199], [-0.400, 0.104, -0.945], [-0.799, -0.763, -0.484], [-1.275, 0.655, -1.929], [-1.060, 0.355, -0.813], [-0.910, -0.966, 0.981], [0.275, 0.098, 0.409], [1.651, -1.083, 1.165], [0.202, -0.932, 0.568], [-0.772, -1.136, -0.064], [1.468, -0.357, -0.200], [0.230, 0.341, 0.456], [0.360, 0.187, 0.139], [0.321, -0.575, -1.595], [-0.423, -0.872, -0.681], [0.544, -0.509, 0.662], [-0.628, 0.442, 0.213], [-0.421, 0.214, 0.364], [2.212, -1.514, 2.018], [-0.097, 0.788, -0.377], [-1.096, -1.744, -0.099], [1.944, 1.217, 1.156], [-0.437, 0.465, 0.311], [-0.156, 0.118, 0.291], [-0.025, -0.334, -0.588], [0.668, -0.949, 0.036], [0.262, -0.035, 0.305], [-0.519, -0.165, 0.004], [-0.849, 2.010, -0.741], [-0.770, -0.264, 1.661], [1.693, -1.178, 1.054], [0.686, 0.683, -1.643], [-0.849, 1.916, -0.401], [0.968, 0.810, -0.826], [-0.058, -2.581, 0.643], [-1.107, 0.316, -0.102], [0.637, -0.699, 2.918], [0.645, 0.151, -0.314], [-0.737, 0.237, -0.133], [0.872, -0.103, 0.161], [0.317, -0.395, 0.155], [0.162, -0.395, 0.200], [0.994, 0.456, 0.365]], "lumo_ev": -0.1, "de_lowest_kcal_mol": 39.6, "homo_lumo_gap_ev": 8.16, "e_homo_ha": -0.305, "max_force_ha_per_bohr": 0.075}



{"formula": "C4H10N3O3S", "method": "wB97M-V/def2-TZVPD", "symbols": ["H", "H", "H", "C", "C", "H", "C", "C", "O", "O", "H", "N", "N", "H", "H", "H", "O", "H", "S", "H", "N"], "positions_angstrom": [[-1.4478, -2.7451, -0.6830], [-0.9077, -1.1889, -1.5561], [2.1081, 2.6625, 0.7046], [1.8102, 0.4462, 0.7860], [0.8437, -0.5097, 0.2011], [2.7782, 0.0838, 0.7110], [1.5294, 1.8362, 0.1876], [-1.5637, -1.6825, -0.8466], [-2.4791, 1.0206, -0.7504], [-4.2803, 1.1200, 0.9252], [0.4554, 2.1063, 0.2054], [-0.3268, -0.4177, 0.6588], [-1.3587, -1.1867, 0.4935], [-2.6797, -1.5062, -1.0405], [1.6919, 0.5502, 1.8201], [1.7780, 1.7904, -0.8211], [-4.2432, -0.6460, -0.8176], [-2.0414, 0.0053, 1.7266], [-3.4907, 0.3246, 0.0202], [1.1724, -1.3345, -0.5557], [-2.5758, -0.6402, 1.2249]], "forces_ev_per_angstrom": [[0.345, -0.549, -0.921], [-0.077, -0.253, 0.046], [-0.511, -0.817, -0.560], [-1.704, 0.711, -1.304], [7.285, -3.223, -3.974], [2.189, -0.303, -0.901], [0.095, 1.038, 1.725], [-2.589, -0.891, 0.227], [-0.165, 0.101, 0.185], [-0.179, 0.050, 0.050], [0.468, -0.386, 0.353], [-7.093, 2.678, 5.321], [-0.844, 0.942, -0.341], [1.802, -0.543, -0.532], [-0.752, -0.133, 1.958], [0.672, 0.268, -1.919], [0.481, 1.001, 1.484], [0.561, 1.789, 1.466], [-0.631, -0.365, -0.663], [-0.309, 1.281, 1.434], [0.956, -2.397, -3.134]], "total_charge": -1, "lumo_ev": [3.9, 2.0], "s2": 2.0076, "homo_lumo_gap_ev": [4.94, 7.54], "e_homo_ha": [-0.039, -0.203], "multiplicity": 3, "max_force_ha_per_bohr": 0.180}